[1]
A cluster of 2 separate species, C3H2NS2 in total at a distorted geometry. Source: the Open Molecules 2025 dataset; level of theory: wB97M-V/def2-TZVPD.

The value obtained for the HOMO energy is -3.44 eV. The calculation puts the energy above the lowest of the compared OMol25 structures with the same formula, charge and spin at 56.82 kcal/mol. The value obtained for the maximum force is 0.076 Eh/bohr. For the LUMO energy, the calculation gives 3.3283 eV. Its HOMO-LUMO gap is 0.2489 Eh. Its charge is -1.

Structure (XYZ):
```
8
Properties=species:S:1:pos:R:3:mulliken_charge:R:1
C -0.802 0.103 0.440 -0.4258
C 1.197 -0.748 0.641 -0.0622
C -0.302 0.540 -0.740 -0.0164
N 0.057 -0.618 1.215 -0.5729
S -1.707 1.679 -2.474 -0.5427
S 1.320 0.023 -0.927 -0.1372
H -1.796 0.298 0.794 0.3690
H 2.034 -1.278 1.052 0.3883
```

---

[2]
A structure of composition C46H118N8O20 at a distorted geometry. Source: the Open Molecules 2025 dataset; level of theory: wB97M-V/def2-TZVPD.

The value obtained for the HOMO energy is -12.40 eV. The value obtained for the maximum force is 0.073 Eh/bohr. For the LUMO energy, the calculation gives -2.9330 eV. Its HOMO-LUMO gap is 0.3479 Eh. Its charge is +2.

Structure (XYZ):
```
192
Properties=species:S:1:pos:R:3:mulliken_charge:R:1
C -0.167 2.074 -4.237 -1.2547
C -0.980 1.359 -3.157 2.8685
C -2.456 1.719 -3.271 -1.8524
O -3.222 1.541 -2.107 -0.1626
C -3.265 2.732 -1.372 -0.1196
N -1.007 -0.073 -3.064 0.7440
H -1.453 -0.474 -3.908 0.4178
H -0.089 -0.519 -3.130 -0.9305
H -2.041 -1.244 -1.819 -0.2361
H 0.144 3.112 -3.958 -0.0446
H -0.554 2.124 -5.296 0.3680
H 0.777 1.479 -4.420 0.0736
H -0.582 1.764 -2.215 -1.7979
H -2.827 1.109 -4.101 0.6591
H -2.526 2.758 -3.604 0.4646
H -3.922 3.451 -1.889 0.6320
H -2.302 3.207 -1.305 -0.2642
H -3.556 2.520 -0.380 0.0037
C -0.278 -0.782 2.136 -1.0783
C -0.300 0.176 0.941 1.4833
C 0.492 1.485 1.112 0.7275
O 0.726 1.925 -0.265 1.3001
C 0.509 3.332 -0.436 -1.1421
N 0.336 -0.592 -0.193 2.9526
H 0.306 -0.062 -1.099 -0.7630
H 1.358 -0.721 -0.061 -0.5421
H -0.043 -1.593 -0.329 -0.3709
H -0.967 -0.455 2.918 0.2196
H 0.749 -1.023 2.412 -0.0213
H -0.586 -1.781 1.760 -0.0105
H -1.309 0.456 0.736 -0.3710
H 1.447 1.293 1.575 -0.1712
H -0.199 2.166 1.706 -0.4286
H 0.462 3.537 -1.508 -0.1802
H 1.284 3.869 0.037 0.7728
H -0.483 3.667 -0.096 -0.1210
C -4.304 6.206 -1.396 -1.7540
C -3.010 6.048 -0.577 1.8210
C -1.828 6.568 -1.396 -1.1840
O -1.636 5.626 -2.503 0.0392
C -0.655 6.104 -3.427 -0.9731
N -2.996 6.660 0.719 -0.4651
H -3.553 6.037 1.388 0.3206
H -1.507 6.346 1.489 0.4293
H -3.461 7.559 0.860 0.2220
H -4.689 7.201 -1.212 0.4432
H -5.118 5.496 -1.234 0.3106
H -4.125 6.142 -2.477 0.3520
H -2.803 4.976 -0.474 -0.9352
H -0.956 6.550 -0.795 0.4245
H -1.992 7.594 -1.832 0.4641
H -0.946 7.117 -3.744 0.3896
H -0.564 5.481 -4.352 0.2305
H 0.323 6.208 -2.958 0.3711
C 5.908 0.903 -1.553 -1.4432
C 4.764 1.844 -1.833 0.5065
C 4.337 1.964 -3.281 -0.2754
O 3.194 2.865 -3.376 -0.1537
C 3.521 4.210 -3.256 -0.6426
N 3.584 1.310 -1.096 1.2955
H 3.821 1.146 -0.064 0.4031
H 2.731 1.954 -1.186 -0.4954
H 3.316 0.413 -1.350 -0.5743
H 6.861 1.150 -2.014 0.4857
H 5.753 -0.123 -1.858 0.1073
H 6.100 1.022 -0.485 0.3951
H 4.959 2.821 -1.430 0.3960
H 4.006 0.972 -3.649 -0.4466
H 5.162 2.293 -3.913 0.5637
H 3.754 4.646 -2.259 0.2830
H 2.623 4.753 -3.634 0.1080
H 4.295 4.577 -3.974 0.3483
C -1.265 -7.990 2.745 -1.3435
C -0.791 -7.150 1.545 -0.0329
C -2.001 -6.151 1.189 0.0378
O -2.180 -5.323 2.352 -0.4442
C -2.649 -4.019 1.980 -0.5542
N 0.534 -6.546 1.718 -0.5916
H 0.358 -5.794 2.381 0.2738
H 1.163 -7.189 2.166 0.2424
H 0.851 -5.928 0.377 0.3637
H -0.388 -8.261 3.309 0.4206
H -1.691 -8.969 2.429 0.2888
H -1.859 -7.388 3.331 0.3870
H -0.607 -7.677 0.640 0.4800
H -2.870 -6.873 1.094 0.3597
H -1.812 -5.593 0.232 -0.2023
H -2.210 -3.559 1.057 -0.0629
H -2.418 -3.408 2.839 0.3487
H -3.751 -3.907 1.922 0.3643
C 5.231 -4.489 -5.951 -1.5363
C 4.911 -4.970 -4.584 0.5422
C 5.902 -6.093 -4.185 -0.9306
O 5.620 -6.389 -2.851 -0.2221
C 6.419 -7.366 -2.274 -0.7540
N 4.925 -3.876 -3.543 -0.3899
H 4.731 -4.365 -2.687 0.4241
H 5.840 -3.491 -3.410 0.3494
H 4.098 -2.845 -3.494 0.0724
H 6.286 -4.359 -6.156 0.3816
H 4.763 -3.569 -6.302 0.3128
H 4.950 -5.316 -6.609 0.4300
H 3.882 -5.417 -4.577 0.1654
H 6.922 -5.736 -4.288 0.4405
H 5.839 -7.026 -4.855 0.4224
H 6.392 -8.341 -2.899 0.2536
H 6.118 -7.407 -1.210 0.2389
H 7.441 -6.989 -2.285 0.3427
C 1.819 1.087 6.963 -1.0161
N 1.397 2.143 5.944 0.5605
C -0.039 2.481 6.130 -1.0175
C 2.200 3.416 6.214 -0.6475
C 1.419 1.650 4.457 -0.0390
C 2.679 0.867 4.066 1.5474
O 3.831 1.701 4.132 -0.5989
H 1.455 0.100 6.739 0.3417
H 1.528 1.393 7.931 0.3980
H 2.886 0.996 6.946 0.4130
H -0.749 1.717 5.804 0.4510
H -0.259 3.333 5.400 0.2449
H -0.237 2.776 7.174 0.3949
H 1.719 4.261 5.660 0.1967
H 3.186 3.306 5.777 0.2750
H 2.147 3.676 7.237 0.4074
H 1.212 2.603 3.846 -0.2710
H 0.457 1.099 4.453 -0.1821
H 2.602 0.526 3.026 -1.4852
H 2.797 -0.076 4.695 0.3573
H 4.217 1.705 3.254 0.4477
C -4.624 0.140 1.003 -0.9883
N -5.911 -0.439 0.537 0.6366
C -6.190 -0.140 -0.873 -0.6453
C -5.801 -1.940 0.690 -0.3761
C -7.114 0.053 1.310 -0.6298
C -6.926 0.245 2.787 -0.4560
O -6.400 -0.938 3.357 -0.5589
H -3.918 -0.066 0.200 -0.1435
H -4.359 -0.355 1.954 0.3605
H -4.588 1.226 1.209 0.5983
H -6.814 -0.979 -1.207 0.3507
H -5.257 -0.252 -1.443 0.0956
H -6.601 0.827 -0.988 0.3923
H -6.699 -2.407 0.278 0.4015
H -5.762 -2.149 1.802 0.2929
H -4.950 -2.247 0.103 -0.0268
H -7.870 -0.713 1.037 0.4511
H -7.464 0.988 0.909 0.3861
H -7.838 0.517 3.315 0.5762
H -6.207 1.041 2.981 0.0587
H -6.414 -0.866 4.356 0.3458
C -2.082 5.342 3.586 -0.9128
C -0.709 5.453 3.037 0.9125
O -0.587 6.196 1.909 -0.5065
O 0.286 5.074 3.587 -0.5822
H -2.857 4.965 2.889 -0.0509
H -2.426 6.275 3.979 0.5455
H -2.078 4.649 4.378 0.2503
C 2.076 -1.909 -4.882 -1.3848
C 2.573 -1.367 -3.628 0.4494
O 1.928 -0.479 -3.079 0.1573
O 3.658 -1.824 -3.124 -0.2164
H 2.930 -2.138 -5.625 0.1900
H 1.414 -1.166 -5.370 0.3259
H 1.554 -2.810 -4.619 0.2404
C -2.299 -3.521 -2.893 -1.1358
C -3.075 -2.898 -1.792 0.6336
O -2.741 -1.681 -1.352 0.5295
O -3.957 -3.485 -1.223 -0.6212
H -2.099 -4.491 -2.361 0.3160
H -1.341 -3.047 -3.136 -0.1036
H -2.947 -3.666 -3.713 0.4120
C 4.781 -1.581 2.119 -1.5187
C 3.980 -0.570 1.271 0.9317
O 3.169 -1.046 0.423 -0.8099
O 4.197 0.681 1.398 -0.9422
H 5.876 -1.368 2.197 0.3534
H 4.654 -2.554 1.763 0.3647
H 4.319 -1.542 3.145 0.2268
C -3.649 1.937 4.173 -1.4764
C -2.588 2.058 3.054 0.0453
O -1.452 1.584 3.370 -0.2403
O -2.956 2.410 1.925 -0.4557
H -4.141 0.988 4.065 0.2949
H -4.431 2.700 4.111 0.4193
H -3.291 1.872 5.221 0.2875
C 1.923 -3.708 -1.737 0.5407
C 0.992 -4.375 -0.790 0.0036
O 0.118 -3.729 -0.285 -0.1653
O 1.252 -5.604 -0.498 -0.6381
H 2.629 -4.290 -2.334 -0.0123
H 2.485 -2.991 -1.157 0.1583
H 1.313 -3.058 -2.293 -0.7860
```

---

[3]
A structure of composition C20H19FeNO6 at a distorted geometry. Source: the Open Molecules 2025 dataset; level of theory: wB97M-V/def2-TZVPD.

The value obtained for the HOMO energy (spin up / spin down) is -5.41 / -7.45 eV. The value obtained for the maximum force is 0.118 Eh/bohr. For the LUMO energy (spin up / spin down), the calculation gives 0.3754 / -3.2964 eV. The spin multiplicity is 5. Its HOMO-LUMO gap (spin up / spin down) is 0.2128 / 0.1528 Eh. As for the expectation value of S²: 6.146. Its charge is 0.

Structure (XYZ):
```
47
Properties=species:S:1:pos:R:3:mulliken_spin:R:1
C -2.606 2.551 1.606 0.0167
O -1.396 3.159 1.108 -0.0033
C -0.213 2.476 1.123 0.0854
C 0.399 2.024 2.344 0.1229
C 1.139 0.749 2.273 0.0826
C 1.986 0.794 1.073 0.2224
C 1.669 1.536 -0.052 0.0345
C 0.574 2.421 -0.045 0.1283
Fe 1.994 3.009 1.502 2.3281
C 3.045 2.915 2.904 0.0390
O 3.796 3.043 3.782 -0.0427
C 1.468 4.610 1.982 -0.0039
O 1.226 5.681 2.361 -0.0273
C 3.335 3.728 0.606 0.0525
O 4.225 4.312 0.147 -0.0078
H -3.273 3.395 1.783 0.0008
H -3.016 1.889 0.829 -0.0016
H -2.438 1.978 2.530 -0.0052
H -0.016 2.330 3.310 -0.0484
H 1.720 0.518 3.184 0.0305
H 0.469 -0.224 2.266 0.1376
H 2.873 0.153 1.076 -0.0387
H 2.257 1.399 -0.959 -0.0137
H 0.300 3.007 -0.925 -0.0158
C -3.900 -1.546 -2.911 0.0015
C -3.812 -2.442 -1.840 0.0015
C -2.591 -3.055 -1.535 0.0003
C -1.454 -2.766 -2.300 -0.0119
C -0.123 -3.387 -1.937 0.0883
C 0.819 -2.491 -1.124 -0.0821
C 1.918 -3.283 -0.429 0.0165
O 1.688 -3.119 0.975 0.0221
C 0.759 -2.134 1.126 -0.0692
O 0.486 -1.722 2.288 0.2411
N 0.263 -1.700 -0.042 0.6738
C -1.542 -1.883 -3.380 0.0047
C -2.761 -1.264 -3.682 -0.0008
H -4.855 -1.066 -3.150 0.0000
H -4.688 -2.673 -1.230 -0.0001
H -2.490 -3.746 -0.697 0.0021
H -0.286 -4.327 -1.394 0.0029
H 0.427 -3.617 -2.860 -0.0040
H 1.278 -1.781 -1.845 0.0398
H 1.915 -4.354 -0.639 0.0014
H 2.886 -2.849 -0.719 -0.0002
H -0.641 -1.687 -3.970 -0.0006
H -2.814 -0.564 -4.516 0.0000
```

---

[4]
A structure of composition C16H34BIn2O9P at a distorted geometry. Source: the Open Molecules 2025 dataset; level of theory: wB97M-V/def2-TZVPD.

The value obtained for the HOMO energy is -14.36 eV. The value obtained for the maximum force is 0.117 Eh/bohr. For the LUMO energy, the calculation gives -10.5010 eV. Its HOMO-LUMO gap is 0.1418 Eh. Its charge is +2.

Structure (XYZ):
```
63
Properties=species:S:1:pos:R:3:mulliken_charge:R:1
C -5.681 -4.136 0.324 -0.9952
C -4.193 -3.700 -0.183 -0.1488
O -3.545 -2.779 0.741 -0.3772
P -3.119 -1.311 -0.004 0.7131
O -4.289 -0.759 -0.862 -0.7161
C -2.871 -0.067 1.396 -0.4496
C -2.064 -0.674 2.654 -0.5446
C -1.013 0.366 3.259 -1.0405
In 0.786 0.722 1.914 1.0063
C 0.245 1.310 -0.191 -0.4220
C 1.114 0.603 -1.342 -0.2835
O 0.477 0.966 -2.635 -0.2026
C 1.013 2.174 -3.153 -0.1072
O 1.941 2.061 -4.001 -0.4874
C 0.516 3.653 -2.783 0.0230
C 1.640 4.434 -1.859 -1.1660
C 2.129 -1.080 2.087 -0.8237
O 2.891 -1.288 0.872 -0.1748
C 3.732 -2.444 1.044 0.5623
C 4.608 -3.044 -0.173 -0.9039
O 3.806 -3.073 2.138 -0.4966
B 1.929 2.495 2.874 0.2790
O 2.231 2.492 4.268 -0.3378
O 2.262 3.558 1.991 -0.1731
C 3.671 3.387 1.557 -0.6447
O -1.677 -1.502 -0.910 -0.1820
C -2.029 -1.502 -2.351 -0.0933
C -0.794 -2.031 -3.233 -1.0365
H -6.112 -3.201 0.827 0.2759
H -6.300 -4.407 -0.595 0.3134
H -5.624 -5.045 1.014 0.2889
H -4.336 -3.302 -1.241 0.1624
H -3.554 -4.656 -0.222 0.3502
H -2.342 0.893 1.084 0.1694
H -3.923 0.249 1.755 0.4667
H -2.850 -0.858 3.489 0.3686
H -1.617 -1.716 2.434 0.3581
H -0.611 -0.066 4.252 0.4341
H -1.521 1.375 3.475 0.4220
H -0.858 1.150 -0.471 0.2146
H 0.420 2.453 -0.284 -0.1143
H 2.221 0.888 -1.325 0.3738
H 0.997 -0.544 -1.287 0.1619
H 0.230 4.250 -3.741 0.3357
H -0.400 3.525 -2.091 0.4391
H 2.067 5.368 -2.361 0.4025
H 2.494 3.705 -1.608 0.2937
H 1.197 4.761 -0.840 0.4425
H 1.508 -1.982 2.427 0.4289
H 2.871 -0.868 2.946 0.3583
H 4.018 -2.807 -1.131 0.2525
H 4.681 -4.190 -0.107 0.3178
H 5.667 -2.625 -0.208 0.2751
H 3.073 1.968 4.345 0.3579
H 3.889 4.307 0.893 0.2177
H 3.815 2.439 0.941 0.3155
H 4.348 3.473 2.470 0.3475
H -2.442 -0.484 -2.686 0.2917
H -2.881 -2.251 -2.490 0.3592
H -1.232 -2.771 -4.005 0.4147
H -0.349 -1.159 -3.817 0.1537
H -0.018 -2.630 -2.636 0.2157
In -0.243 5.928 -2.644 0.7580
```

---

[5]
A cluster of 2 separate species, C2H2OS in total at a distorted geometry. Source: the Open Molecules 2025 dataset; level of theory: wB97M-V/def2-TZVPD.

The value obtained for the HOMO energy (spin up / spin down) is -9.78 / -9.75 eV. The calculation puts the energy above the lowest of the compared OMol25 structures with the same formula, charge and spin at 148.25 kcal/mol. The value obtained for the maximum force is 0.072 Eh/bohr. For the LUMO energy (spin up / spin down), the calculation gives -3.6757 / -3.6864 eV. Its HOMO-LUMO gap (spin up / spin down) is 0.2244 / 0.2230 Eh. Its charge is 0.

Structure (XYZ):
```
6
Properties=species:S:1:pos:R:3:mulliken_charge:R:1
C -2.107 0.899 -0.210 -0.7789
C -0.952 1.172 -0.332 0.0950
O 2.870 -0.463 -0.387 -0.3579
S 2.189 0.915 0.128 0.2881
H -3.147 0.722 -0.133 0.3698
H 2.964 -1.104 0.329 0.3839
```